No. 1
{"formula": "C19H38BBeCl3Ge2N7PS2Se", "method": "ωB97M-V/def2-TZVPD", "species": ["Be", "C", "N", "C", "C", "N", "B", "N", "C", "C", "N", "C", "C", "S", "C", "S", "H", "H", "H", "H", "H", "H", "H", "H", "H", "H", "H", "H", "C", "Ge", "C", "C", "C", "Se", "C", "H", "H", "H", "H", "H", "H", "H", "H", "H", "H", "H", "H", "H", "H", "Cl", "Ge", "Cl", "Cl", "C", "N", "C", "N", "C", "N", "C", "P", "C", "C", "H", "H", "H", "H", "H", "H", "H", "H", "H", "H", "H", "H"], "positions_angstrom": [[-0.091217, 1.443269, -0.905231], [-1.880795, 1.046670, 3.710071], [-2.749208, 1.015260, 2.563932], [-4.103099, 1.191739, 2.631009], [-4.579986, 1.075239, 1.368188], [-3.536551, 0.825982, 0.527308], [-3.724464, 0.831903, -1.015313], [-2.861876, -0.271388, -1.690179], [-3.181274, -1.596035, -1.751915], [-2.379537, -2.193374, -2.669418], [-1.562391, -1.222228, -3.180352], [-0.606050, -1.377784, -4.241422], [-1.863252, -0.072731, -2.545087], [-0.987494, 1.386125, -2.788709], [-2.430835, 0.801425, 1.268575], [-0.809591, 0.443425, 0.764344], [-1.961891, 2.016601, 4.202804], [-0.847427, 0.883158, 3.410187], [-2.171583, 0.268331, 4.417996], [-4.609615, 1.403041, 3.550226], [-5.580872, 1.153259, 1.000749], [-3.365983, 1.895455, -1.413342], [-4.863736, 0.594270, -1.241639], [-3.966058, -2.004822, -1.150267], [-2.327236, -3.211289, -2.991518], [-0.906420, -2.189489, -4.900597], [0.386710, -1.601461, -3.845350], [-0.564114, -0.450905, -4.811267], [3.393527, 5.019664, 1.355729], [2.100461, 4.220262, 2.634309], [2.870997, 2.645561, 3.558670], [1.375968, 5.556621, 3.912365], [0.463667, 3.650684, 1.559455], [0.686103, 3.560408, -0.385923], [-0.598868, 4.915303, -0.949902], [3.907083, 5.859657, 1.812069], [2.881777, 5.375550, 0.462528], [4.143545, 4.289036, 1.064226], [3.828743, 2.938954, 3.979741], [3.036820, 1.812107, 2.879649], [2.233678, 2.306854, 4.370443], [2.138993, 5.851605, 4.626496], [0.535870, 5.151416, 4.470797], [1.046249, 6.449048, 3.387738], [-0.338276, 4.370966, 1.708990], [0.111644, 2.666477, 1.866021], [-0.167773, 5.897016, -0.743025], [-1.533872, 4.767323, -0.412848], [-0.753601, 4.792991, -2.020752], [1.434847, -2.849851, 1.012311], [1.859357, -0.811301, 1.739433], [1.257777, -0.903351, 3.856763], [4.108781, -0.941586, 1.887400], [3.821699, -0.207387, -3.778397], [3.511421, 1.205641, -3.627137], [4.566994, 1.860690, -2.872910], [4.726669, 1.250768, -1.570012], [5.021039, -0.165388, -1.720809], [3.997185, -0.850966, -2.491816], [2.773767, -0.981744, -1.759204], [2.027292, 0.694951, -1.333905], [2.219421, 1.420137, -3.060732], [3.617022, 1.490535, -0.694957], [4.746146, -0.301209, -4.354573], [3.008437, -0.701188, -4.319575], [4.323925, 2.920203, -2.752312], [5.501487, 1.754724, -3.427783], [5.089110, -0.626233, -0.732574], [5.973643, -0.275038, -2.244494], [2.974002, -1.532116, -0.834989], [2.046575, -1.547596, -2.351836], [2.025626, 2.499822, -2.990077], [1.452354, 0.981876, -3.709113], [3.849183, 1.076616, 0.292500], [3.441968, 2.572779, -0.607685]], "forces_ev_per_angstrom": [[-0.2, 0.0, -0.1], [0.4, 0.0, 0.5], [-0.3, 0.0, -0.6], [-0.5, 0.1, -0.2], [-0.3, 0.1, 0.5], [0.3, -0.1, 0.4], [0.3, 0.2, -0.2], [0.1, 0.0, -0.3], [0.0, -0.6, -0.2], [-0.5, -0.3, 0.4], [-0.5, 0.2, 0.6], [0.5, 0.0, -0.3], [0.4, 0.4, -0.1], [0.2, 0.6, 0.3], [0.5, 0.0, 0.0], [0.5, -0.4, -0.3], [0.0, 0.0, 0.0], [-0.1, 0.0, 0.0], [0.1, 0.0, -0.1], [-0.1, 0.0, 0.2], [-0.2, 0.0, -0.1], [0.0, 0.2, -0.2], [-0.4, -0.1, 0.0], [-0.2, -0.1, 0.1], [0.0, -0.2, -0.1], [-0.1, 0.0, 0.1], [0.0, 0.0, 0.0], [0.1, -0.1, 0.0], [-0.4, -0.2, 0.4], [-0.3, 0.1, -0.2], [-0.3, 0.5, -0.3], [0.3, -0.4, -0.3], [0.5, 0.1, 0.1], [-0.1, 0.1, 0.1], [0.0, -0.1, 0.0], [0.1, 0.1, 0.1], [0.0, 0.0, 0.0], [0.1, -0.1, -0.1], [0.1, 0.0, 0.0], [0.1, 0.0, -0.1], [-0.1, 0.0, 0.1], [0.1, 0.0, 0.1], [-0.1, -0.1, 0.0], [0.0, 0.1, -0.1], [0.0, 0.0, 0.1], [0.0, 0.1, 0.0], [-0.1, -0.2, 0.0], [0.0, 0.0, -0.1], [0.0, 0.0, 0.1], [-0.1, 0.7, 0.1], [0.6, -1.3, 0.9], [0.1, 0.2, -0.7], [-0.9, 0.2, 0.0], [0.0, 0.1, 0.0], [0.3, 0.2, -0.7], [-0.1, -0.1, 0.0], [0.8, 0.2, 0.2], [0.1, 0.0, 0.0], [0.3, -0.5, -0.2], [-0.6, -0.2, 0.4], [0.6, 0.1, -0.5], [-0.6, 0.1, -0.1], [-0.5, 0.1, 0.6], [-0.1, 0.0, 0.1], [0.1, 0.0, 0.0], [0.1, 0.0, -0.1], [0.0, 0.1, 0.0], [0.1, 0.0, -0.1], [0.0, 0.0, 0.1], [-0.1, 0.0, -0.2], [0.0, 0.0, 0.2], [-0.1, -0.2, 0.0], [0.1, 0.1, 0.2], [-0.1, 0.3, -0.1], [0.0, -0.2, 0.1]], "lowdin_charge": [-0.427, -0.028, -0.111, -0.022, -0.033, 0.015, -0.419, -0.008, -0.029, -0.017, -0.104, -0.015, -0.662, 0.768, -0.575, 0.686, 0.105, 0.010, 0.109, 0.132, 0.128, 0.066, 0.084, 0.133, 0.128, 0.106, 0.077, 0.082, -0.220, 0.833, -0.208, -0.213, -0.521, 0.943, -0.314, 0.020, -0.007, 0.011, 0.027, -0.038, 0.015, 0.020, 0.017, 0.020, 0.021, -0.052, 0.039, 0.040, 0.033, 0.109, -0.093, 0.114, 0.126, -0.166, -0.148, -0.166, -0.147, -0.166, -0.148, -0.316, 0.954, -0.352, -0.330, 0.137, 0.131, 0.136, 0.137, 0.095, 0.138, 0.016, 0.085, 0.087, 0.043, 0.019, 0.061], "e_tot_ha": -10243.28745, "molar_mass_g_mol": 810.03, "spin_multiplicity": 2, "charge": 1}



No. 2
{"formula": "C5H5N2O2", "method": "ωB97M-V/def2-TZVPD", "species": ["C", "C", "C", "C", "C", "N", "N", "O", "O", "H", "H", "H", "H", "H"], "positions_angstrom": [[-1.570792, 1.429553, -0.237835], [2.182730, -0.089454, -0.173411], [0.157039, 0.329179, 1.129326], [-0.960768, 0.244755, 0.099133], [-1.080102, -0.969269, -0.750336], [-2.164238, 2.409191, -0.416993], [1.252177, 0.828662, 0.318483], [3.278490, 0.457561, 0.095027], [1.916482, -1.173255, -0.683422], [-0.080745, 1.055898, 1.916339], [0.349616, -0.661649, 1.567412], [-1.560952, -0.766522, -1.704720], [-1.649603, -1.740877, -0.227055], [-0.069339, -1.353776, -0.931945]], "forces_ev_per_angstrom": [[-0.7, 0.8, 0.0], [0.7, 0.9, 0.8], [-0.2, -0.3, 0.2], [1.8, -0.6, 0.3], [-0.1, -0.1, -0.1], [-0.1, 0.2, -0.2], [-1.9, 0.5, -0.4], [0.8, -0.5, -0.2], [-0.2, -0.8, -0.5], [0.0, -0.2, -0.1], [-0.1, 0.1, 0.0], [-0.1, 0.1, 0.0], [-0.1, -0.1, 0.0], [0.0, 0.0, 0.0]], "lowdin_charge": [-0.258, -0.851, -0.228, -0.240, -0.066, 0.121, 0.140, -0.018, -0.032, 0.105, 0.117, 0.075, 0.077, 0.057], "e_tot_ha": -453.49189, "molar_mass_g_mol": 125.11, "spin_multiplicity": 1, "charge": -1}



No. 3
{"formula": "C3H6BrNO2S", "method": "ωB97M-V/def2-TZVPD", "species": ["C", "C", "C", "N", "O", "O", "S", "Br", "H", "H", "H", "H", "H", "H"], "positions_angstrom": [[-0.418490, 0.941318, 0.373288], [0.359494, 0.800444, 1.637356], [1.112601, -0.035467, 0.698133], [0.771665, -1.536523, -1.531718], [1.778000, -2.511682, 0.667158], [-0.606862, -1.948594, 0.586263], [0.721052, -1.693674, 0.174980], [2.645103, 0.600727, -0.163138], [-1.239031, 0.362578, 0.073641], [-0.209228, 1.755023, -0.198184], [0.690503, 1.766645, 2.126069], [-0.306047, 0.236956, 2.291305], [0.627681, -2.438941, -1.939083], [1.639970, -1.276228, -1.802646]], "forces_ev_per_angstrom": [[3.4, -1.8, 1.3], [-2.7, 0.6, 1.6], [-2.4, 1.4, -2.5], [-3.3, -0.7, 2.3], [0.4, -0.7, -0.3], [-1.3, -0.6, -0.1], [1.1, 1.3, 0.2], [0.7, 0.5, 0.0], [-0.9, -0.9, 0.2], [0.7, 2.1, -1.7], [0.3, -1.6, -0.8], [0.7, -0.1, 0.6], [-0.5, -0.8, -0.1], [3.5, 1.3, -0.9]], "lowdin_charge": [-0.027, -0.252, -0.818, -0.048, -0.309, -0.286, 0.530, 0.805, 0.071, 0.047, 0.144, 0.113, 0.068, -0.037], "e_tot_ha": -3295.24155, "molar_mass_g_mol": 200.06, "spin_multiplicity": 1}



Relative energy (zero: lowest compared OMol25 entry of this formula, charge and spin) list, top to bottom, in kJ/mol: 53.3; 0.0; 88.0